Below is a molecular structure, C24H15BrClCrN4O2 at a distorted geometry, with properties calculated with ωB97M-V/def2-TZVPD.

The orbital gap (alpha / beta) comes out at 3.8 / 6.2 eV. For the largest force on an atom, the calculation gives 0.068 Eh/bohr. As for the expectation value of S²: 6.061. Its HOMO energy (alpha / beta) is -1.46 / -3.94 eV. The spin multiplicity is 5. As for the net charge: -1.

The geometry in XYZ format:
```
48
C24H15BrClCrN4O2 ωB97M-V/def2-TZVPD
Cr -11.2584 8.1624 -0.4332
C -10.9534 12.3625 -1.6621
C -10.5095 11.0784 -1.2380
N -11.1074 9.9414 -1.5735
C -12.2051 10.0214 -2.4237
C -12.6566 11.2788 -2.9458
C -11.9012 12.4233 -2.6357
C -13.7998 11.2880 -3.7500
C -14.3885 10.1223 -4.1380
C -13.8982 8.8747 -3.7146
C -12.8409 8.7993 -2.8070
N -12.3656 7.7605 -2.0823
C -12.2529 6.4445 -2.4188
C -13.1342 5.6564 -3.1788
C -12.8104 4.3676 -3.6603
C -11.7081 3.7136 -3.1957
C -10.8037 4.4541 -2.3354
C -9.5307 3.9499 -2.0180
C -8.6286 4.7635 -1.3088
C -9.0082 5.9921 -0.8236
N -10.2137 6.5081 -1.1654
C -11.0775 5.8059 -1.9260
H -10.5892 13.2597 -1.1244
H -9.6384 10.9680 -0.6127
H -12.1648 13.3831 -3.0663
H -14.2658 12.2168 -4.0253
H -15.2438 10.1657 -4.8443
H -14.4198 8.0273 -4.1049
H -14.1378 6.0477 -3.3901
H -13.4610 3.8025 -4.3581
H -11.3690 2.7035 -3.5214
H -9.2742 2.9763 -2.4214
H -7.7335 4.2975 -0.9183
H -8.4091 6.5940 -0.1048
Cl -9.7054 8.7481 1.1156
Br -16.1431 5.0236 4.3894
C -15.8464 6.5975 3.4924
C -16.8821 7.4266 3.0464
N -16.6797 8.4110 2.1722
C -15.5190 8.5215 1.5794
C -14.4004 7.7645 1.9491
C -14.5457 6.8917 3.0617
C -13.1852 7.8443 1.0616
O -12.4606 6.7815 0.8008
O -12.9397 8.9566 0.4872
H -17.9061 7.2999 3.4468
H -15.4666 9.2760 0.7560
H -13.6794 6.3278 3.3865
```